# 1
C14H17IrN5OS2Te | wB97M-V/def2-TZVPD

Element x y z (Å)
Ir 0.739 -0.438 0.563
N 1.073 0.848 4.656
C 0.870 0.557 3.385
S 1.422 -0.918 2.705
N 0.185 1.505 2.692
N -0.002 1.225 1.419
C -0.818 2.079 0.784
C -1.218 2.017 -0.549
C -2.175 3.009 -0.955
C -2.632 3.076 -2.227
C -2.146 2.152 -3.197
C -1.232 1.199 -2.879
C -0.727 1.081 -1.555
O 0.159 0.188 -1.336
H 1.545 0.200 5.266
H 0.724 1.715 5.036
H -1.201 2.883 1.403
H -2.526 3.711 -0.211
H -3.353 3.828 -2.511
H -2.508 2.214 -4.215
H -0.856 0.512 -3.624
C 4.449 0.058 1.141
Te 2.910 0.770 -0.125
C 3.455 -0.437 -1.774
H 5.391 0.253 0.632
H 4.320 -1.006 1.321
H 4.416 0.608 2.077
H 3.649 -1.452 -1.438
H 4.351 -0.004 -2.211
H 2.636 -0.413 -2.488
S 1.194 -2.640 -0.281
C -0.480 -2.747 -0.158
N -1.261 -3.762 -0.601
C -2.610 -3.706 -0.544
C -3.219 -2.596 -0.034
C -2.393 -1.575 0.447
N -1.076 -1.666 0.418
H -0.805 -4.569 -1.011
H -3.145 -4.566 -0.923
H -4.294 -2.520 0.013
H -2.808 -0.677 0.889

Computed properties:
Spin multiplicity: 2
Total charge: +2
Energy above the lowest of the compared OMol25 structures with the same formula, charge and spin in kcal per mole: 0.0
Max |F| in eV/A: 0.67

---

# 2
C14H17N3O3S2 | wB97M-V/def2-TZVPD

Element x y z (Å)
O 0.015 2.581 1.412
O 0.198 -1.021 -0.249
O -2.000 -0.451 -0.886
N -0.185 -1.837 2.762
S 1.041 0.365 3.188
C 0.937 2.010 0.893
C -0.215 -0.589 2.372
C -1.994 -5.039 2.325
C -2.662 -4.720 1.158
C -1.093 -4.116 2.909
C -2.582 -3.462 0.464
C -0.979 -2.853 2.249
C -1.675 -2.497 1.070
N 1.082 2.331 -0.499
N -1.127 0.049 1.601
C 1.857 1.176 1.681
C 0.139 3.254 -1.252
C 2.368 2.054 -1.255
C -0.299 2.643 -2.553
C 1.964 1.353 -2.507
C 0.906 2.144 -3.340
S -1.151 -0.926 0.254
H -2.203 -6.019 2.817
H -3.374 -5.545 0.941
H -0.502 -4.297 3.771
H -3.062 -3.192 -0.488
H -0.822 0.979 1.235
H 2.693 1.770 2.053
H 2.355 0.485 0.974
H 0.727 4.159 -1.464
H -0.757 3.493 -0.585
H 3.064 1.496 -0.634
H 2.829 2.964 -1.568
H -0.685 3.418 -3.176
H -0.926 1.802 -2.232
H 1.464 0.430 -2.129
H 2.751 1.066 -3.222
H 0.512 1.565 -4.198
H 1.391 2.976 -3.894

Computed properties:
Energy above the lowest of the compared OMol25 structures with the same formula, charge and spin in kcal per mole: 83.9
Max |F| in eV/A: 5.12

---

# 3
C14H17N3O4 | wB97M-V/def2-TZVPD

Element x y z (Å)
N -3.504 -1.746 0.269
C -3.277 -0.475 -0.576
C -4.706 0.004 -0.839
O -5.566 -1.039 -1.226
C -2.552 0.682 0.202
O -3.075 1.738 0.577
N -1.248 0.401 0.452
C -0.422 1.508 0.941
C 0.650 0.933 1.883
C 1.376 -0.168 1.130
C 1.016 -1.448 1.133
N 1.970 -2.239 0.488
C 2.925 -1.380 -0.096
C 4.078 -1.572 -0.893
C 4.822 -0.489 -1.275
C 4.513 0.802 -0.844
C 3.388 1.005 -0.082
C 2.552 -0.077 0.307
C 0.208 2.108 -0.333
O 1.025 2.997 -0.154
O -0.189 1.732 -1.513
H -2.666 -2.313 0.380
H -3.801 -1.518 1.206
H -2.728 -0.853 -1.490
H -4.710 0.827 -1.596
H -5.133 0.396 0.125
H -5.367 -1.693 -0.525
H -0.721 -0.195 -0.229
H -1.064 2.234 1.489
H 1.310 1.776 2.208
H 0.117 0.527 2.800
H 0.215 -1.966 1.669
H 1.939 -3.259 0.356
H 4.385 -2.602 -1.167
H 5.696 -0.626 -1.906
H 5.175 1.620 -1.023
H 3.078 2.018 0.254
H 0.291 2.351 -2.101

Computed properties:
SMILES: N[C@@H](CO)C(=O)N[C@@H](Cc1c[nH]c2ccccc12)C(=O)O
Energy above the lowest of the compared OMol25 structures with the same formula, charge and spin in kcal per mole: 46.5
Max |F| in eV/A: 4.51

---

# 4
C14H17N3OS | wB97M-V/def2-TZVPD

Element x y z (Å)
C -4.060 -2.264 -1.095
C -5.116 -1.874 -0.691
C -5.280 -1.239 0.661
H -6.239 -1.807 1.169
H -4.509 -1.610 1.131
S -5.887 0.381 0.672
C -4.338 0.947 0.435
N -4.056 2.336 -0.248
N -2.752 2.393 -0.355
C -2.116 1.121 0.043
N -3.184 0.536 0.412
C -0.852 0.936 -0.082
C -0.319 -0.618 0.309
C 1.008 -0.699 0.438
C 1.948 0.112 -0.150
C 1.487 1.368 -0.298
C 0.255 1.585 -0.349
H -0.098 2.687 -0.640
H 2.384 2.236 -0.821
O 3.205 -0.271 0.112
C 4.231 0.544 -0.498
C 5.478 -0.110 -0.106
C 5.911 -0.387 1.254
H 6.775 -1.022 1.449
H 6.033 0.594 1.517
H 5.195 -1.054 1.636
H 5.530 -1.326 -0.819
H 6.427 0.558 -0.739
H 4.208 1.411 0.337
H 4.165 0.815 -1.381
H 1.322 -1.657 0.659
H -1.124 -1.160 0.625
H -2.229 3.265 -0.533
H -6.187 -1.998 -1.317
H -4.049 -2.693 -2.185
H -3.169 -2.035 -0.552

Computed properties:
Energy above the lowest of the compared OMol25 structures with the same formula, charge and spin in kcal per mole: 365.4
Max |F| in eV/A: 13.72

---

Copy entry 3 word for word.
C14H17N3O4 | wB97M-V/def2-TZVPD

Element x y z (Å)
N -3.504 -1.746 0.269
C -3.277 -0.475 -0.576
C -4.706 0.004 -0.839
O -5.566 -1.039 -1.226
C -2.552 0.682 0.202
O -3.075 1.738 0.577
N -1.248 0.401 0.452
C -0.422 1.508 0.941
C 0.650 0.933 1.883
C 1.376 -0.168 1.130
C 1.016 -1.448 1.133
N 1.970 -2.239 0.488
C 2.925 -1.380 -0.096
C 4.078 -1.572 -0.893
C 4.822 -0.489 -1.275
C 4.513 0.802 -0.844
C 3.388 1.005 -0.082
C 2.552 -0.077 0.307
C 0.208 2.108 -0.333
O 1.025 2.997 -0.154
O -0.189 1.732 -1.513
H -2.666 -2.313 0.380
H -3.801 -1.518 1.206
H -2.728 -0.853 -1.490
H -4.710 0.827 -1.596
H -5.133 0.396 0.125
H -5.367 -1.693 -0.525
H -0.721 -0.195 -0.229
H -1.064 2.234 1.489
H 1.310 1.776 2.208
H 0.117 0.527 2.800
H 0.215 -1.966 1.669
H 1.939 -3.259 0.356
H 4.385 -2.602 -1.167
H 5.696 -0.626 -1.906
H 5.175 1.620 -1.023
H 3.078 2.018 0.254
H 0.291 2.351 -2.101

Computed properties:
SMILES: N[C@@H](CO)C(=O)N[C@@H](Cc1c[nH]c2ccccc12)C(=O)O
Energy above the lowest of the compared OMol25 structures with the same formula, charge and spin in kcal per mole: 46.5
Max |F| in eV/A: 4.51

---

What is the energy above the lowest of the compared OMol25 structures with the same formula, charge and spin in the first record? 0.0 kcal per mole